Record 1
Density functional theory data (ωB97M-V with the def2-TZVPD basis set) for a molecular structure, C24H40As2BiN7O5S2.

Calculated values
Multiplicity = 1
ΔE to the lowest compared entry with this formula, charge and spin = 0.0 kcal per mole
Charge = 0
Kohn-Sham gap = 7.45 eV
Largest force on an atom = 2.3 eV/A
E_tot = -7180.66553 hartree

Last column: Löwdin charge in e.
Atoms and positions in Å:
1 Bi -0.257 0.331 1.615  1.69
2 N 1.725 1.150 2.861  -0.14
3 C 1.146 1.775 4.035  -0.18
4 C 0.013 2.707 3.592  -0.55
5 O -0.189 3.777 4.138  0.05
6 N -0.700 2.208 2.572  -0.17
7 C -1.656 3.067 1.926  -0.13
8 C -1.941 2.636 0.481  -0.67
9 O -2.675 3.312 -0.208  0.03
10 O -1.418 1.523 0.093  -0.35
11 H 2.237 1.824 2.301  0.03
12 H 2.331 0.349 3.044  -0.04
13 H 0.711 0.993 4.661  0.11
14 H 1.866 2.359 4.621  0.12
15 H -2.610 3.079 2.468  0.13
16 H -1.287 4.098 1.928  0.14
17 C -5.088 -0.742 -2.548  -0.32
18 As -3.919 0.429 -1.443  1.16
19 C -4.845 2.073 -2.017  -0.31
20 C -2.410 0.305 -2.668  -0.43
21 C -2.414 0.921 -3.909  -0.10
22 C -1.332 0.822 -4.766  -0.09
23 C -0.215 0.106 -4.375  -0.09
24 C -0.211 -0.535 -3.147  -0.12
25 C -1.306 -0.463 -2.298  -0.42
26 As -1.352 -1.450 -0.609  1.07
27 C 0.483 -2.157 -0.547  -0.37
28 C -2.160 -3.131 -1.424  -0.27
29 H -5.195 -0.333 -3.553  0.02
30 H -6.077 -0.812 -2.095  0.01
31 H -4.670 -1.744 -2.621  -0.01
32 H -4.938 2.149 -3.100  0.01
33 H -4.322 2.940 -1.632  -0.01
34 H -5.851 2.059 -1.591  0.02
35 H -3.277 1.495 -4.221  0.09
36 H -1.363 1.303 -5.734  0.10
37 H 0.646 0.046 -5.030  0.10
38 H 0.671 -1.081 -2.842  0.05
39 H 1.213 -1.349 -0.518  -0.05
40 H 0.711 -2.801 -1.397  0.02
41 H 0.598 -2.748 0.364  0.02
42 H -1.719 -3.386 -2.388  0.03
43 H -3.235 -2.994 -1.554  -0.01
44 H -2.013 -3.962 -0.732  0.01
45 N -2.643 0.019 2.127  -0.08
46 C -2.987 0.093 3.543  -0.25
47 C -2.719 -1.246 4.208  -0.09
48 C -1.249 -1.686 4.127  -0.64
49 O -0.940 -2.807 4.495  0.04
50 O -0.395 -0.814 3.716  -0.27
51 H -3.049 0.779 1.586  0.05
52 H -2.973 -0.856 1.723  0.06
53 H -4.042 0.361 3.683  0.12
54 H -2.357 0.859 4.000  0.11
55 H -3.346 -2.033 3.781  0.12
56 H -2.966 -1.180 5.269  0.13
57 C 6.028 2.430 -2.865  0.00
58 C 4.935 1.463 -2.570  -0.27
59 C 4.793 0.244 -3.179  0.03
60 C 3.695 -0.569 -2.801  -0.29
61 N 2.824 -0.185 -1.903  0.11
62 C 2.931 1.011 -1.322  -0.78
63 S 1.828 1.637 -0.249  0.68
64 N 4.015 1.814 -1.651  0.10
65 C 3.464 -1.892 -3.448  -0.01
66 H 6.696 2.041 -3.626  0.09
67 H 6.607 2.636 -1.966  0.10
68 H 5.607 3.371 -3.217  0.10
69 H 5.495 -0.086 -3.923  0.12
70 H 4.062 2.714 -1.187  0.14
71 H 4.338 -2.224 -4.002  0.08
72 H 2.621 -1.804 -4.136  0.09
73 H 3.200 -2.626 -2.689  0.09
74 N 1.911 -2.173 4.326  0.11
75 C 2.936 -2.423 3.513  -0.96
76 N 3.795 -3.406 3.860  0.07
77 S 3.258 -1.516 2.150  0.60
78 H 1.657 -2.853 5.028  0.11
79 H 1.127 -1.578 4.024  0.04
80 H 3.575 -4.054 4.598  0.10
81 H 4.556 -3.613 3.239  0.08

***

Record 2
Density functional theory data (ωB97M-V with the def2-TZVPD basis set) for C3H4N4O in the gas phase.

Calculated values
Multiplicity = 1
ΔE to the lowest compared entry with this formula, charge and spin = 153.3 kcal per mole
Charge = 0
SMILES string = N/N=C/c1ncno1
Kohn-Sham gap = 9.61 eV
Largest force on an atom = 8.3 eV/A
E_tot = -410.75896 hartree

Last column: natural (NBO) charge in e.
Atoms and positions in Å:
1 N -2.971 -0.226 -0.150  -0.60
2 N -1.631 -0.783 -0.311  -0.17
3 C -0.814 0.268 -0.380  -0.01
4 C 0.661 -0.028 -0.150  0.46
5 N 1.558 0.893 -0.191  -0.50
6 C 2.844 0.185 0.058  0.11
7 N 2.568 -1.139 -0.136  -0.11
8 O 1.150 -1.162 -0.097  -0.27
9 H -2.773 0.718 0.656  0.29
10 H -3.198 -0.758 0.947  0.35
11 H -1.167 1.297 0.049  0.20
12 H 3.775 0.734 -0.296  0.24

***

Record 3
Density functional theory data (ωB97M-V with the def2-TZVPD basis set) for a molecular structure, C26H16BaBrCl5N3O3.

Calculated values
Multiplicity = 1
ΔE to the lowest compared entry with this formula, charge and spin = 18.7 kcal per mole
Charge = -1
Kohn-Sham gap = 4.51 eV
Largest force on an atom = 2.4 eV/A
E_tot = -6290.93632 hartree

Last column: Löwdin charge in e.
Atoms and positions in Å:
1 Ba -0.943 -0.195 0.751  1.82
2 C 3.526 0.724 0.504  -0.08
3 O 2.659 -0.365 0.249  -0.10
4 C 3.246 -1.593 0.096  -0.19
5 C 4.609 -1.810 0.102  -0.07
6 C 5.078 -3.120 -0.006  -0.68
7 Br 6.956 -3.408 0.020  0.71
8 C 4.225 -4.184 -0.134  -0.08
9 C 2.840 -3.966 -0.166  -0.06
10 C 2.342 -2.673 -0.038  -0.20
11 O 1.042 -2.355 -0.044  -0.07
12 C 1.982 -5.138 -0.377  -0.26
13 N 2.351 -6.356 -0.075  0.18
14 C 1.315 -7.159 -0.505  -0.23
15 C 1.166 -8.543 -0.430  -0.03
16 C 0.009 -9.094 -0.941  -0.11
17 C -0.989 -8.296 -1.520  -0.10
18 C -0.864 -6.921 -1.598  -0.03
19 C 0.304 -6.375 -1.081  -0.19
20 N 0.751 -5.079 -0.975  0.20
21 H 4.128 0.546 1.401  0.10
22 H 2.891 1.592 0.661  0.05
23 H 4.189 0.911 -0.345  0.10
24 H 5.312 -0.999 0.203  0.09
25 H 4.586 -5.198 -0.219  0.11
26 H 0.442 -3.070 0.354  0.05
27 H 1.938 -9.152 0.020  0.10
28 H -0.143 -10.165 -0.888  0.09
29 H -1.885 -8.768 -1.902  0.09
30 H -1.644 -6.297 -2.008  0.11
31 H 0.307 -4.262 -1.361  0.16
32 Cl -2.352 7.559 -0.805  0.64
33 C -2.085 5.863 -0.634  -0.73
34 C -0.792 5.349 -0.643  -0.71
35 Cl 0.553 6.415 -0.825  0.66
36 C -0.581 3.988 -0.504  -0.61
37 Cl 1.015 3.335 -0.508  0.71
38 C -1.648 3.072 -0.346  -0.52
39 O -1.445 1.825 -0.193  -0.56
40 C -2.952 3.628 -0.337  -0.62
41 Cl -4.264 2.539 -0.122  0.71
42 C -3.161 4.989 -0.479  -0.71
43 Cl -4.767 5.616 -0.462  0.66
44 N -2.044 -2.203 0.164  -0.41
45 C -1.783 -3.330 0.735  -0.63
46 C -2.529 -4.575 0.551  -0.10
47 C -2.238 -5.748 1.172  -0.16
48 C -1.160 -5.888 2.071  -0.16
49 C -0.419 -4.759 2.330  -0.16
50 C -0.689 -3.541 1.707  -0.19
51 H -3.388 -4.505 -0.113  0.08
52 H -2.859 -6.615 0.968  0.09
53 H -0.941 -6.836 2.540  0.08
54 H 0.403 -4.811 3.040  0.09
55 H -0.110 -2.686 2.067  0.05

***

Record 4
Density functional theory data (ωB97M-V with the def2-TZVPD basis set) for C3H5N3 in the gas phase.

Calculated values
Multiplicity = 1
ΔE to the lowest compared entry with this formula, charge and spin = 140.9 kcal per mole
Charge = 0
Kohn-Sham gap (alpha / beta) = 7.76 / 7.75 eV
Largest force on an atom = 1.2 eV/A
E_tot = -281.36556 hartree

Last column: natural (NBO) charge in e.
Atoms and positions in Å:
1 N 0.136 1.864 -0.497  -0.77
2 C 0.257 0.538 -0.490  0.08
3 C -0.837 -0.683 0.093  -0.11
4 N -0.217 -1.869 -0.028  -0.30
5 N 1.061 -1.508 0.200  -0.31
6 C 0.596 -0.188 0.667  -0.15
7 H 0.539 2.461 0.207  0.37
8 H -0.100 2.327 -1.354  0.39
9 H -1.894 -0.473 0.180  0.23
10 H -0.425 -2.645 -0.644  0.39
11 H 0.882 0.179 1.662  0.20

***

Record 5
Density functional theory data (ωB97M-V with the def2-TZVPD basis set) for CH2N2OS in the gas phase.

Calculated values
Multiplicity = 1
ΔE to the lowest compared entry with this formula, charge and spin = 60.8 kcal per mole
Charge = 0
Kohn-Sham gap (alpha / beta) = 7.99 / 6.89 eV
Largest force on an atom = 1.5 eV/A
E_tot = -622.08081 hartree

Last column: natural (NBO) charge in e.
Atoms and positions in Å:
1 C 0.078 0.796 -0.168  -0.50
2 N 0.869 -0.489 -0.228  -0.17
3 N 0.428 -1.516 0.133  0.39
4 O -0.580 -1.988 0.558  -0.26
5 S -1.588 0.596 0.348  0.07
6 H 0.647 1.401 0.539  0.23
7 H 0.146 1.200 -1.181  0.24